Below is a cluster of 2 separate species, C2HCl3N in total in a non-equilibrium geometry, with properties calculated with ωB97M-V/def2-TZVPD.

The geometry in XYZ format:
```
7
C2HCl3N ωB97M-V/def2-TZVPD
C 0.294 0.484 -0.698
C -0.601 -0.178 1.529
N -0.224 0.098 0.476
H -0.964 -0.494 2.480
Cl 0.193 -1.943 -1.335
Cl 1.991 0.662 -0.714
Cl -0.689 1.372 -1.738
```

Properties
Net charge = +1
HOMO energy (alpha / beta) = -0.5630 / -0.5461 hartree
Lowest unoccupied orbital energy (alpha / beta) = -7.64 / -7.61 eV

These are the Mulliken partial charges, in e, on atoms 1 to 2:
1. C 0.5475
2. C 0.0380